No. 1
Entry from the Open Molecules 2025 dataset: a structure of composition C31H16F8IrN3O4S in a non-equilibrium geometry (the ωB97M-V functional and the def2-TZVPD basis).

Results
Gap between HOMO and LUMO (spin up / spin down)   4.587 / 4.544 eV
Total charge   -1
E_HOMO (spin up / spin down)   -3.65 / -3.60 eV
LUMO level (spin up / spin down)   0.940 / 0.949 eV
M   870.75 g mol⁻¹
2S+1   2
Calculated total energy   -2957.66325 hartree

Each line ends with the Löwdin spin population.
CARTESIAN COORDINATES (ANGSTROEM)
1 O -4.4335 -0.3532 1.3677  0.00
2 C 1.6663 -2.8360 2.2604  0.00
3 H 0.2689 1.5505 4.6849  0.00
4 C 0.7023 -2.1845 1.5272  0.00
5 C 1.2104 1.2146 2.2565  0.00
6 H -3.7048 0.1324 3.7326  0.00
7 C -2.2619 -2.2070 -2.2232  0.00
8 C -3.2880 -4.5183 -1.0884  0.00
9 C 2.6280 1.1445 0.3497  0.01
10 H -3.6884 -2.5135 -3.7737  0.00
11 F -1.2466 4.8819 -4.6801  0.00
12 C 0.7739 -3.9313 -0.1296  0.00
13 F 4.9301 -0.8110 -1.7232  0.00
14 O -2.8737 0.1253 -0.1404  0.06
15 H -4.5953 -4.5866 -2.7850  0.00
16 N -1.0877 0.6628 1.7384  0.03
17 C -2.6982 0.4154 3.4767  0.00
18 C -0.8764 4.8115 -0.6007  0.00
19 F 2.9767 3.3197 1.2809  0.00
20 H -3.7025 -5.4083 -0.6367  0.00
21 C -2.3124 0.3685 2.1494  0.00
22 C 4.7651 2.2716 0.1890  0.00
23 C -0.3304 3.9979 -4.2126  0.00
24 H -1.0465 5.6794 0.0144  0.00
25 C 2.1965 -4.0343 1.8070  0.00
26 F 0.8684 4.5559 -4.5175  0.00
27 C -0.4818 3.7907 -2.7373  0.00
28 C 3.1503 0.1490 -0.4987  0.00
29 H -1.8729 -4.2116 0.4844  0.00
30 H 2.1621 -5.5002 0.2491  0.00
31 C -1.6983 -2.6963 -1.0326  0.00
32 C -0.7104 4.9250 -1.9717  0.00
33 C -2.2474 -3.8645 -0.4681  0.00
34 O 1.3950 0.9643 0.8572  0.03
35 H 1.9996 -2.4119 3.1956  0.00
36 H -1.8575 -1.2988 -2.6482  0.00
37 C -0.3869 2.5406 -2.0921  0.00
38 H -2.0402 0.9373 5.4682  0.00
39 Ir -0.6369 0.1129 -0.4718  0.84
40 H 2.9443 -4.5529 2.3874  0.00
41 H -0.9473 3.3864 1.0130  0.00
42 N -0.6859 -2.0212 -0.4231  0.00
43 C 1.7403 -4.5745 0.6137  0.00
44 C -3.2868 -2.8844 -2.8423  0.00
45 C 5.2872 1.2345 -0.5829  0.00
46 F 6.5646 1.2909 -0.9991  0.00
47 C 3.4571 2.2441 0.6420  0.00
48 H 0.4418 -4.3381 -1.0748  0.00
49 S -0.0427 1.0338 -2.8192  0.00
50 H -0.7645 5.8888 -2.4576  0.00
51 N -0.5607 2.4645 -0.7588  0.00
52 C 4.4537 0.1755 -0.9521  0.00
53 C -3.8033 -4.0470 -2.2869  0.00
54 F -0.4461 2.9185 -4.9794  0.00
55 O 2.1768 1.4761 2.9595  0.00
56 C -0.1442 1.0423 2.6504  0.00
57 F 5.5498 3.3216 0.4756  0.00
58 H 0.2651 -1.2710 1.8911  0.00
59 C -3.3098 -0.0065 1.0414  0.01
60 C 0.2360 -2.7117 0.3149  0.00
61 C -0.8072 3.5421 -0.0463  0.00
62 F 2.3207 -0.8399 -0.8682  0.01
63 C -0.4959 1.1828 4.0170  0.00
64 C -1.7606 0.8613 4.4265  0.00

Cartesian forces (eV/Å) of the 2 atoms listed first:
-0.3966 -0.0022 0.7646
0.2029 -0.1784 -0.0005


No. 2
Entry from the Open Molecules 2025 dataset: the molecule C6H10 (the ωB97M-V functional and the def2-TZVPD basis).

Results
Gap between HOMO and LUMO   10.126 eV
E_HOMO   -8.97 eV
LUMO level   1.152 eV
M   82.15 g mol⁻¹
Energy above the lowest of the compared OMol25 structures with the same formula, charge and spin   172.3 kJ/mol
2S+1   1
Calculated total energy   -234.53690 hartree

Each line ends with the Löwdin charge.
CARTESIAN COORDINATES (ANGSTROEM)
1 H -1.0606 0.6369 2.0621  0.10
2 H -0.7364 1.9044 0.7767  0.11
3 C -0.3630 -0.1541 0.0721  -0.38
4 H -1.4445 -1.9982 -0.4744  0.10
5 H 2.2924 -0.4677 0.5940  0.08
6 C -0.9595 0.8598 0.9955  -0.06
7 H 2.9428 0.2117 -0.9108  0.07
8 C -1.3427 -1.2580 0.3199  -0.06
9 C 2.1055 0.2564 -0.2060  -0.11
10 H 2.0969 1.2547 0.2458  0.07
11 C 0.7734 -0.0274 -0.9027  -0.20
12 H -1.4829 -1.6611 1.3276  0.10
13 H -2.4207 0.4993 -0.8022  0.13
14 H 0.5642 0.7733 -1.6255  0.11
15 C -1.8083 0.1273 0.0083  -0.17
16 H 0.8433 -0.9573 -1.4805  0.11

Cartesian forces (eV/Å) of the 2 atoms listed first:
0.0013 0.0118 -0.1726
-0.0392 -0.1543 0.0074


No. 3
Entry from the Open Molecules 2025 dataset: a cluster of 5 separate species, C6H25BO7 in total in a non-equilibrium geometry (the ωB97M-V functional and the def2-TZVPD basis).

Results
Gap between HOMO and LUMO (spin up / spin down)   2.547 / 9.669 eV
Total charge   -1
E_HOMO (spin up / spin down)   0.22 / -7.01 eV
LUMO level (spin up / spin down)   2.771 / 2.663 eV
M   220.07 g mol⁻¹
Energy above the lowest of the compared OMol25 structures with the same formula, charge and spin   40.0 kJ/mol
2S+1   2
Calculated total energy   -794.88977 hartree

Each line ends with the Löwdin spin population.
CARTESIAN COORDINATES (ANGSTROEM)
1 H -0.1932 2.9072 -22.3259  0.00
2 O 1.8783 -1.5917 -19.2351  0.16
3 B 0.2828 -1.8148 -23.8823  0.02
4 O 4.8612 -0.0722 -21.1582  0.07
5 O -1.1336 -0.2066 -21.6294  0.01
6 H 5.0578 -0.9845 -21.3834  0.05
7 H 1.7093 -1.7042 -22.4951  0.01
8 H 0.8563 -3.5894 -20.4029  0.01
9 C 0.0282 1.9080 -21.9510  0.02
10 O 6.8715 1.2781 -19.8723  0.03
11 H 2.7163 -4.0406 -19.0571  0.07
12 H -0.2948 -0.9387 -24.1335  0.00
13 H 1.2162 1.7500 -23.4769  0.00
14 H -1.5731 1.2452 -23.1900  0.00
15 H 6.0450 1.7663 -19.8870  0.01
16 H 0.2173 -2.0279 -22.8266  0.00
17 C -1.2596 1.0962 -22.1568  0.00
18 H 5.9458 0.0978 -22.9539  0.01
19 H 7.6974 -0.2140 -21.0230  0.01
20 H 2.5146 -1.5140 -18.5205  0.09
21 H 7.6289 1.4122 -21.7998  0.00
22 H -2.0030 1.6275 -21.5625  0.00
23 H 0.4675 1.9139 -20.9535  0.01
24 O 1.8710 -4.4165 -18.8005  0.09
25 H 0.9449 -2.3095 -17.6838  0.02
26 H 0.0010 -2.6629 -24.4869  0.00
27 C 0.8364 -3.6874 -19.3175  0.05
28 H 2.2844 -1.5529 -20.9780  0.02
29 O 1.1071 1.2491 -22.6652  0.02
30 C 5.8204 0.5915 -21.9902  0.04
31 H 1.8518 -0.3058 -21.9023  0.01
32 C 7.1189 0.7011 -21.1499  0.03
33 H 5.4663 1.5784 -22.2878  0.01
34 O 2.2208 -1.1913 -21.8650  0.06
35 H -0.2244 -1.8697 -18.9507  0.00
36 H 1.3254 -1.5846 -24.0378  0.00
37 C 0.7529 -2.3118 -18.7567  0.05
38 H -0.8002 -0.7029 -22.3804  0.00
39 H -0.1025 -4.1505 -19.0142  0.00

Cartesian forces (eV/Å) of the 2 atoms listed first:
0.4795 0.2724 0.0334
-0.3753 0.8479 -1.4734


No. 4
Entry from the Open Molecules 2025 dataset: the molecule C4H6N2S2 (the ωB97M-V functional and the def2-TZVPD basis).

Results
Gap between HOMO and LUMO   8.497 eV
E_HOMO   -7.92 eV
LUMO level   0.579 eV
M   146.24 g mol⁻¹
Energy above the lowest of the compared OMol25 structures with the same formula, charge and spin   101.1 kJ/mol
2S+1   1
Calculated total energy   -1061.87767 hartree

Each line ends with the Löwdin charge.
CARTESIAN COORDINATES (ANGSTROEM)
1 N -3.4603 -0.2895 -0.1958  0.07
2 C -2.2141 -0.3831 -0.3894  -0.32
3 S 1.2352 1.5115 -0.3666  0.88
4 H 2.9054 0.7095 1.1613  0.03
5 C 2.7109 0.5852 0.1165  -0.76
6 N -1.2073 0.4360 0.0733  -0.01
7 H -1.8453 -1.1771 -1.0277  0.12
8 H 3.5874 0.9205 -0.4669  0.05
9 C 0.7150 -1.0726 0.0619  -0.45
10 H -1.4908 1.2504 0.5952  0.13
11 H 0.1620 -1.9786 0.3048  0.08
12 C 0.1549 0.1477 -0.0178  -0.68
13 S 2.4395 -1.1721 -0.2689  0.82
14 H -3.6925 0.5122 0.4200  0.05

Cartesian forces (eV/Å) of the 2 atoms listed first:
-0.1928 0.6455 0.4664
0.0502 -0.2060 -0.2256


No. 5
Entry from the Open Molecules 2025 dataset: a structure of composition C18H30BCl3N6RuSi3 in a non-equilibrium geometry (the ωB97M-V functional and the def2-TZVPD basis).

Results
Gap between HOMO and LUMO (spin up / spin down)   7.885 / 6.376 eV
E_HOMO (spin up / spin down)   -7.38 / -8.39 eV
LUMO level (spin up / spin down)   0.508 / -2.016 eV
M   632.98 g mol⁻¹
2S+1   5
Calculated total energy   -3401.51664 hartree

Each line ends with the Löwdin spin population.
CARTESIAN COORDINATES (ANGSTROEM)
1 N -0.7589 -0.2408 -3.1547  0.00
2 Ru 0.2949 -0.1714 -0.3495  2.49
3 H 2.2497 3.7566 2.9650  0.00
4 C -2.1665 3.3220 -0.6517  0.01
5 C -3.4167 -0.9541 -0.6353  0.00
6 H -0.8983 1.7189 -4.2458  0.00
7 C -1.2310 -2.3368 -3.6962  0.01
8 H -2.1218 -4.0451 1.6222  0.00
9 N -1.0599 1.9800 -2.0209  0.00
10 C 1.7926 3.6553 1.9788  0.00
11 H -1.6355 -0.5800 -5.0287  0.00
12 H -1.3038 -0.4848 5.8243  0.00
13 C -1.8800 3.0314 -1.9801  0.02
14 C -2.1383 -3.5050 0.6733  0.01
15 H 2.1475 4.4885 1.3682  0.00
16 C -0.7013 -0.3959 2.4672  0.12
17 H -2.1385 -1.4021 3.7176  0.00
18 H -3.8863 -2.2951 3.0467  0.00
19 N -0.3682 -1.0149 -2.1215  0.02
20 H 1.8190 1.5728 3.7554  0.00
21 H 0.7843 1.3789 -3.1763  0.00
22 C -1.2940 -0.7285 3.7137  0.04
23 H -1.1369 -3.5782 0.2432  0.00
24 Si 2.2826 2.0339 1.1299  0.04
25 H 1.6396 3.0566 -1.0700  0.00
26 C 2.3970 2.3494 -0.7283  0.02
27 H 3.3798 2.7505 -0.9844  0.00
28 H 4.4998 0.8977 1.0254  0.00
29 C 0.3011 0.6305 4.9034  0.08
30 Cl 1.8652 -3.6988 -0.7491  0.02
31 H -4.9678 -1.8182 1.7438  0.00
32 H -2.8375 -4.0147 0.0066  0.00
33 Si 2.1402 -1.6973 -0.1751  0.04
34 C -4.0145 -1.5890 2.2238  0.01
35 H -1.5666 -3.2053 -4.2345  0.00
36 N -1.1854 -0.8014 1.2866  0.38
37 C -0.6455 -2.2886 -2.4420  0.03
38 H 4.5736 2.3519 2.0273  0.00
39 H -4.0898 -0.5851 2.6479  0.00
40 Cl 2.9132 -1.9583 1.7444  0.00
41 H -1.4128 2.2149 1.1389  0.00
42 H -2.7969 4.1046 -0.2678  0.00
43 C -1.2777 -1.0111 -4.1093  0.03
44 H 0.7130 3.7633 2.1004  0.00
45 C 3.9648 1.4795 1.7777  0.01
46 H -2.9049 -0.0508 -0.9666  0.00
47 C -0.8196 -0.2221 4.8927  0.08
48 H 3.8788 0.8568 2.6691  0.00
49 C 0.4661 0.4714 2.4851  0.11
50 H -3.4082 -1.6683 -1.4598  0.00
51 Si -2.6374 -1.6992 0.9255  0.04
52 C -1.4634 2.3680 0.0731  0.02
53 H -4.4590 -0.6889 -0.4485  0.00
54 N 1.0341 0.7949 1.3152  0.25
55 C 0.9310 0.9542 3.7333  0.03
56 Cl 3.8041 -1.1475 -1.3202  0.01
57 B -0.4139 1.2753 -3.2456  0.01
58 H 2.2765 1.4249 -1.3013  0.01
59 H 0.6779 1.0152 5.8419  0.00
60 N -0.8036 1.5660 -0.7697  0.04
61 H -2.2055 3.5176 -2.8840  0.00
62 H -0.4069 -3.0980 -1.7744  0.00

Cartesian forces (eV/Å) of the 2 atoms listed first:
-0.2613 0.0055 -0.2665
-0.8376 -0.3829 0.4041


Question: The lowest M belongs to which entry?
Answer: C6H10


What did the third record say?
Entry from the Open Molecules 2025 dataset: a cluster of 5 separate species, C6H25BO7 in total in a non-equilibrium geometry (the ωB97M-V functional and the def2-TZVPD basis).

Results
Gap between HOMO and LUMO (spin up / spin down)   2.547 / 9.669 eV
Total charge   -1
E_HOMO (spin up / spin down)   0.22 / -7.01 eV
LUMO level (spin up / spin down)   2.771 / 2.663 eV
M   220.07 g mol⁻¹
Energy above the lowest of the compared OMol25 structures with the same formula, charge and spin   40.0 kJ/mol
2S+1   2
Calculated total energy   -794.88977 hartree

Each line ends with the Löwdin spin population.
CARTESIAN COORDINATES (ANGSTROEM)
1 H -0.1932 2.9072 -22.3259  0.00
2 O 1.8783 -1.5917 -19.2351  0.16
3 B 0.2828 -1.8148 -23.8823  0.02
4 O 4.8612 -0.0722 -21.1582  0.07
5 O -1.1336 -0.2066 -21.6294  0.01
6 H 5.0578 -0.9845 -21.3834  0.05
7 H 1.7093 -1.7042 -22.4951  0.01
8 H 0.8563 -3.5894 -20.4029  0.01
9 C 0.0282 1.9080 -21.9510  0.02
10 O 6.8715 1.2781 -19.8723  0.03
11 H 2.7163 -4.0406 -19.0571  0.07
12 H -0.2948 -0.9387 -24.1335  0.00
13 H 1.2162 1.7500 -23.4769  0.00
14 H -1.5731 1.2452 -23.1900  0.00
15 H 6.0450 1.7663 -19.8870  0.01
16 H 0.2173 -2.0279 -22.8266  0.00
17 C -1.2596 1.0962 -22.1568  0.00
18 H 5.9458 0.0978 -22.9539  0.01
19 H 7.6974 -0.2140 -21.0230  0.01
20 H 2.5146 -1.5140 -18.5205  0.09
21 H 7.6289 1.4122 -21.7998  0.00
22 H -2.0030 1.6275 -21.5625  0.00
23 H 0.4675 1.9139 -20.9535  0.01
24 O 1.8710 -4.4165 -18.8005  0.09
25 H 0.9449 -2.3095 -17.6838  0.02
26 H 0.0010 -2.6629 -24.4869  0.00
27 C 0.8364 -3.6874 -19.3175  0.05
28 H 2.2844 -1.5529 -20.9780  0.02
29 O 1.1071 1.2491 -22.6652  0.02
30 C 5.8204 0.5915 -21.9902  0.04
31 H 1.8518 -0.3058 -21.9023  0.01
32 C 7.1189 0.7011 -21.1499  0.03
33 H 5.4663 1.5784 -22.2878  0.01
34 O 2.2208 -1.1913 -21.8650  0.06
35 H -0.2244 -1.8697 -18.9507  0.00
36 H 1.3254 -1.5846 -24.0378  0.00
37 C 0.7529 -2.3118 -18.7567  0.05
38 H -0.8002 -0.7029 -22.3804  0.00
39 H -0.1025 -4.1505 -19.0142  0.00

Cartesian forces (eV/Å) of the 2 atoms listed first:
0.4795 0.2724 0.0334
-0.3753 0.8479 -1.4734